Record 1
An isolated molecule of C16H17N5O3. Source: OMol25; level of theory: ωB97M-V/def2-TZVPD.

```
41
Properties=species:S:1:pos:R:3:forces:R:3
C -1.19101 3.12093 1.00424 2.2 -0.2 -2.4
C -1.68121 1.93499 0.12938 1.2 -0.1 0.2
C -3.18658 2.09301 -0.04262 1.1 -1.2 -2.5
C -1.27072 0.51140 0.87335 -1.4 1.2 -1.8
C 0.09611 0.51803 1.37722 2.1 -0.5 4.3
N 0.22543 0.82773 2.66615 0.8 0.4 -2.3
C 1.62140 1.01444 2.81146 -1.9 -1.1 -2.8
C 2.35397 1.49906 3.79825 -1.5 0.6 3.0
C 3.68268 1.62302 3.76563 1.5 0.4 1.3
C 4.38925 1.19422 2.67808 -1.4 0.3 -1.3
C 3.64262 0.79886 1.54646 0.0 -1.3 -0.8
C 2.24610 0.68163 1.62421 1.7 0.3 1.8
O 1.32199 0.20986 0.77514 -2.0 0.9 -1.9
N -1.63161 -0.61252 0.06827 -0.4 -1.1 -3.3
C -1.20693 -0.97497 -1.26100 -0.3 0.4 2.1
C -2.12958 -1.89582 -1.62889 -1.4 -1.9 -2.0
C -2.32670 -2.75087 -2.92063 -3.4 0.7 3.6
C -3.46153 -3.44851 -3.19811 -0.2 0.2 1.7
C -3.56274 -4.18137 -4.49008 2.5 -1.7 -3.5
O -2.89506 -3.74321 -5.45017 -2.0 -0.8 1.2
N -4.12259 -5.52533 -4.51472 0.9 3.8 -1.9
O -4.39989 -6.41868 -5.63556 -1.2 0.8 3.3
N -3.10020 -2.00217 -0.64682 -0.1 -0.5 -0.9
N -2.85333 -1.23646 0.31461 2.0 0.9 0.5
H -0.06368 3.15011 1.08597 -1.1 -0.1 0.0
H -1.59635 2.98437 1.94256 -0.8 0.0 2.2
H -1.46490 4.10459 0.60417 -0.3 -0.4 -0.1
H -1.15296 1.96796 -0.88733 -0.7 -0.3 1.3
H -3.69210 2.25582 0.83463 -1.0 0.6 2.4
H -3.63801 1.19348 -0.45274 0.0 -0.2 -0.3
H -3.39314 2.90762 -0.73532 0.0 0.1 0.0
H -1.88195 0.34238 1.75785 0.0 0.6 0.1
H 1.81289 1.68381 4.68312 -0.4 0.6 1.2
H 4.16727 2.01766 4.66341 0.1 -0.2 -0.4
H 5.43339 1.30744 2.78596 1.1 -0.3 -0.8
H 4.06114 0.40196 0.62633 0.5 0.3 0.1
H -0.31805 -0.61481 -1.79709 -0.5 -0.1 0.7
H -1.60781 -2.70647 -3.61970 2.6 0.1 -2.4
H -4.29260 -3.49238 -2.45318 0.8 0.0 -0.7
H -4.17922 -5.79142 -3.57725 -0.7 -2.2 1.0
H -3.82611 -6.31661 -6.37859 1.5 1.0 -0.3
```
Positions in Å, forces in eV/Å.

Computed properties:
- Relative energy (zero: lowest compared OMol25 entry of this formula, charge and spin): 570.9 kJ/mol
- Gap between HOMO and LUMO: 9.38 eV
- HOMO energy: -9.278 eV
- Structure (SMILES): CC(C)[C@H](c1nc2ccccc2o1)n1cc(/C=C/C(=O)NO)nn1

Record 2
A cluster of 2 separate species, C16H17NO in total. Source: OMol25; level of theory: ωB97M-V/def2-TZVPD.

```
35
Properties=species:S:1:pos:R:3:forces:R:3
C 2.11689 -2.88236 -0.55306 0.9 1.1 0.6
C 1.09309 -2.69518 0.52484 0.2 -0.3 -1.5
C 1.31644 -2.98325 1.81251 -1.9 0.6 1.4
N 0.11683 -2.70727 2.55274 0.1 -1.6 -0.3
C -0.88808 -2.41129 1.61955 1.0 2.5 0.4
C -2.15344 -1.86995 1.94000 0.6 -1.4 0.1
C -2.81623 -1.22113 0.93464 -0.2 1.8 -0.6
C -2.26146 -1.08766 -0.37423 0.3 -0.3 1.5
C -1.01322 -1.60004 -0.64988 -0.8 -0.5 -1.0
C -0.24366 -2.14414 0.38357 -0.7 -1.9 0.5
H 1.80289 -2.78450 -1.58077 -0.5 0.3 -0.1
H 2.67900 -3.81390 -0.49561 -0.1 0.0 0.3
H 2.79880 -2.05069 -0.31166 0.4 -0.3 -0.8
H 2.18314 -3.19494 2.41677 0.2 -0.4 -0.4
H -0.11306 -3.41612 3.25059 0.1 0.5 0.0
H -2.53354 -2.07611 2.94783 -0.1 0.6 -0.4
H -3.63457 -0.52738 1.16905 -0.2 -0.9 0.0
H -2.73825 -0.50606 -1.14602 -0.5 -0.1 0.0
H -0.85463 -1.69463 -1.72448 1.1 0.4 0.4
C -0.34207 4.52835 0.59795 0.7 0.0 0.5
C 0.03775 3.33459 -0.26764 -0.4 1.4 0.5
C 0.66182 2.25057 0.35552 0.8 1.0 0.7
C 1.21670 1.22103 -0.34690 0.3 -0.7 -2.9
C 0.82502 1.14842 -1.71907 0.6 0.2 0.8
O 1.15888 0.04503 -2.47698 0.4 -0.5 1.1
C 0.09263 2.17705 -2.26313 -0.3 -0.7 -1.8
C -0.21838 3.37254 -1.64200 -0.4 -2.2 1.7
H 0.38043 4.61525 1.45950 -1.1 -0.3 -0.5
H -1.39864 4.45200 0.89371 0.4 0.1 0.4
H -0.21265 5.48247 0.08549 -0.1 -0.1 -0.3
H 0.88347 2.32668 1.42126 -0.1 0.1 -0.2
H 2.08903 0.62212 -0.06956 -0.9 -0.3 0.6
H 1.20555 0.15332 -3.42744 -0.2 0.7 0.0
H -0.26544 1.92336 -3.25758 0.0 0.5 -0.2
H -0.97105 4.01381 -2.05949 0.3 0.7 -0.3
```
Positions in Å, forces in eV/Å.

Computed properties:
- Relative energy (zero: lowest compared OMol25 entry of this formula, charge and spin): 194.4 kJ/mol
- Gap between HOMO and LUMO: 8.60 eV
- HOMO energy: -7.837 eV
- Structure (SMILES): Cc1c[nH]c2ccccc12.Cc1ccc(O)cc1

Record 3
A structure of composition C16H18B2BaN6O2. Source: OMol25; level of theory: ωB97M-V/def2-TZVPD.

```
45
Properties=species:S:1:pos:R:3:forces:R:3
C 2.90151 -0.23320 -0.26092 -0.7 0.0 -1.9
N 1.64240 -0.26500 -0.76184 0.9 1.1 -0.3
N 1.74728 0.07659 -2.10625 -0.1 -0.5 1.0
C 3.04614 0.18893 -2.45132 -0.2 0.1 1.0
C 3.81987 0.00336 -1.30172 -0.1 0.2 -0.2
B 0.51583 0.26135 -3.05417 0.6 -1.3 0.6
N -0.44592 -0.90884 -2.68872 0.0 -0.5 1.3
N -0.72656 -1.30270 -1.37925 -1.5 0.2 -1.2
C -1.64540 -2.29991 -1.47922 1.3 0.9 -1.5
C -1.82733 -2.64540 -2.83189 -0.1 0.3 0.0
C -1.04968 -1.74227 -3.55932 -0.3 0.1 0.9
Ba 0.23353 -1.67848 1.01486 2.5 0.4 -2.2
N -0.13305 1.67637 -2.85917 -0.4 1.7 -1.6
N -0.52640 1.98602 -1.56857 -1.0 1.7 0.6
C -1.03787 3.21450 -1.60093 0.4 -1.2 0.3
C -0.97226 3.73486 -2.91570 -0.6 0.9 1.2
C -0.38793 2.72202 -3.68436 1.5 -3.7 0.3
H -1.42222 3.67469 -0.69999 0.1 0.0 -0.2
H -0.12873 2.67697 -4.73453 -0.1 0.1 0.1
H -1.29549 4.70117 -3.24630 -0.1 0.2 -0.2
H 0.85146 0.15337 -4.18689 0.0 0.1 -0.2
H -0.86152 -1.59743 -4.61937 -0.3 -0.2 0.2
H 3.28017 0.41704 -3.48728 0.2 -0.1 0.4
H -2.45728 -3.41607 -3.23402 -0.1 -0.1 0.0
H 4.89170 0.07012 -1.24014 0.0 0.0 0.0
H -2.12981 -2.66043 -0.58092 0.0 -0.3 -0.1
H 3.03786 -0.33131 0.80942 0.3 -0.2 -0.1
H -1.93654 -0.80776 1.61085 -0.4 -0.7 1.3
C -2.04516 -1.53158 2.47804 -0.5 -0.5 0.7
H -2.93833 -2.14622 2.30889 0.2 0.2 0.0
H -1.19915 -2.25447 2.66491 -1.5 0.7 0.2
H -2.15553 -1.02532 3.44695 -0.1 0.2 -0.5
O 0.22737 0.01690 4.29189 0.1 -0.3 -3.0
B 0.99417 0.66016 3.26300 0.2 1.7 4.8
O 1.74614 1.67925 3.93839 -0.2 -0.9 -2.6
C 1.54237 1.56606 5.28906 -0.8 -1.2 0.7
C 2.19800 2.13716 6.36567 0.2 0.1 -0.2
C 1.87623 1.64726 7.64299 0.0 0.3 -0.4
C 0.90906 0.66234 7.82345 -0.6 -0.2 -0.3
C 0.22874 0.11081 6.72745 -0.2 -0.2 0.3
C 0.58903 0.56489 5.49250 1.1 0.7 0.3
H 2.95656 2.90199 6.20006 -0.2 -0.2 0.2
H 2.38573 2.05534 8.51146 -0.1 0.0 -0.2
H 0.64628 0.30329 8.81324 0.2 0.2 -0.1
H -0.54009 -0.66090 6.77503 0.3 0.1 0.4
```
Positions in Å, forces in eV/Å.

Computed properties:
- Gap between HOMO and LUMO (alpha / beta): 3.89 / 5.27 eV
- HOMO energy (alpha / beta): -13.622 / -13.567 eV
- Net charge: +2

Record 4
A structure of composition C16H18Cl2N2O2S2Sn. Source: OMol25; level of theory: ωB97M-V/def2-TZVPD.

```
43
Properties=species:S:1:pos:R:3:forces:R:3
Sn 0.93621 -0.72544 -0.36506 -0.4 -0.2 -0.7
Cl 0.61421 -0.73818 2.41234 0.3 0.6 0.0
C -0.18786 -2.26096 2.72513 0.0 -0.1 -0.1
C -0.50475 -2.55183 4.03732 0.1 0.1 0.1
C -1.15279 -3.74388 4.31158 0.0 0.0 -0.1
C -1.47790 -4.61210 3.28260 0.0 0.0 0.1
C -1.15531 -4.29120 1.97568 -0.1 -0.1 -0.1
Cl -1.59972 -5.36404 0.69919 0.1 0.0 0.1
C -0.48623 -3.10625 1.66820 0.0 0.1 -0.1
S -0.08608 -2.85036 -0.03745 0.1 0.0 -0.2
H -0.25248 -1.85995 4.82888 0.0 0.0 0.0
H -1.41251 -3.98756 5.33204 0.0 0.0 0.0
H -1.98659 -5.54504 3.48204 0.0 0.0 0.0
N 1.41377 -1.48064 -2.50617 -0.1 0.2 0.0
C 2.41989 -0.67843 -3.27514 0.2 -0.1 0.0
C 3.79761 -0.81091 -2.65493 -0.1 0.1 0.1
C 3.91748 -0.15127 -1.28884 0.1 0.0 -0.2
N 3.20529 -0.94392 -0.22963 -0.3 0.5 0.3
H 1.70364 -2.45898 -2.49845 0.0 0.0 0.0
H 0.53506 -1.46816 -3.02506 0.0 0.0 0.1
H 2.10413 0.36404 -3.27203 -0.1 0.0 0.0
H 2.44264 -1.01906 -4.30944 -0.1 0.0 0.0
H 4.51873 -0.33703 -3.32076 0.0 0.0 0.0
H 4.07909 -1.86841 -2.58957 0.1 0.0 0.0
H 3.48495 0.85077 -1.30783 0.0 0.0 0.0
H 4.96821 -0.05354 -1.02019 0.0 -0.1 0.1
H 3.49356 -0.59555 0.68523 0.0 -0.1 0.0
H 3.51215 -1.91629 -0.26956 -0.2 -0.1 0.1
O -4.97913 5.33620 0.05602 -0.1 0.0 0.1
C -3.81482 5.14157 0.68530 0.1 -0.2 0.0
O -3.51867 5.72776 1.68065 -0.1 0.1 0.0
C -2.86715 4.11226 0.11249 -0.1 -0.1 0.1
C -1.50486 4.40631 0.16731 -0.1 0.1 -0.1
C -0.58901 3.50753 -0.32856 0.0 -0.3 -0.1
C -1.03878 2.28453 -0.86147 -0.6 0.5 0.8
S 0.07204 1.24240 -1.64539 0.9 -0.9 0.0
C -2.40729 1.96521 -0.85359 0.3 -0.1 -0.1
C -3.31492 2.88098 -0.36267 0.0 0.2 -0.1
H -5.05150 4.85783 -0.77795 0.1 0.0 0.0
H -1.19234 5.35185 0.58961 0.0 0.0 0.0
H 0.46884 3.73438 -0.32429 0.0 0.0 0.0
H -2.73699 1.01854 -1.26088 0.0 0.0 0.0
H -4.36982 2.63683 -0.34672 0.0 0.0 0.0
```
Positions in Å, forces in eV/Å.

Computed properties:
- Relative energy (zero: lowest compared OMol25 entry of this formula, charge and spin): 70.1 kJ/mol
- Gap between HOMO and LUMO: 6.06 eV
- HOMO energy: -14.706 eV
- Net charge: +2

Record 5
A cluster of 16 separate species, C16H18Cl45NO2 in total. Source: OMol25; level of theory: ωB97M-V/def2-TZVPD.

```
82
Properties=species:S:1:pos:R:3:forces:R:3
C 3.59207 -0.53393 -4.50733 -0.7 0.9 -1.3
Cl 2.43384 0.11923 -5.81158 0.9 -0.6 1.0
Cl 4.06725 0.81435 -3.48592 0.0 -0.2 0.2
Cl 4.98209 -1.29344 -5.22398 0.2 -0.1 -0.2
H 3.05351 -1.28461 -3.96711 -0.4 -0.1 0.4
C -3.65141 -3.39695 1.16340 -0.7 -1.6 -1.1
Cl -3.78931 -1.91461 1.99001 -0.3 0.7 0.7
Cl -4.13477 -3.26295 -0.53888 0.2 0.4 -0.2
Cl -4.71947 -4.74229 1.80722 1.0 0.9 0.2
H -2.60875 -3.68758 1.12287 -0.1 -0.4 0.5
C -1.05780 4.36855 -0.27914 -1.1 -1.9 -2.3
Cl -0.50047 5.96108 -0.06751 0.8 0.7 0.7
Cl -2.79955 4.40892 -0.66168 -0.5 0.3 -0.2
Cl -0.88195 3.13518 0.94769 0.6 0.4 0.4
H -0.64628 3.91311 -1.20791 0.2 0.7 0.8
C 0.51478 -4.74680 0.59490 1.1 -0.2 1.1
Cl -0.57150 -5.86838 1.33082 -0.6 -0.5 0.4
Cl 0.84541 -5.13410 -1.02920 0.2 -0.4 -1.4
Cl 2.06984 -4.67309 1.53181 -0.5 0.0 -0.3
H 0.06927 -3.79100 0.63699 -0.2 1.1 0.1
C -4.54648 4.03404 -4.16701 0.9 0.6 0.3
Cl -3.91975 2.65262 -5.07234 -0.3 0.0 -0.1
Cl -5.41586 3.50193 -2.70864 -0.1 0.3 -0.7
Cl -5.44454 5.17799 -5.23314 0.2 -0.7 0.7
H -3.64792 4.56731 -3.81087 -0.7 -0.2 -0.2
C -1.67971 -3.22147 -5.44601 -1.7 -1.8 0.4
Cl -1.72692 -1.49938 -5.33571 -0.3 0.5 0.2
Cl -0.38455 -3.87087 -4.47803 0.7 -0.2 0.4
Cl -1.60535 -3.75660 -7.09961 0.5 -0.1 -1.1
H -2.60276 -3.80994 -5.13596 0.9 1.7 0.3
C -6.43920 -0.67534 -2.83942 0.7 -0.7 -0.5
Cl -6.94463 -2.26227 -2.32981 -0.1 -0.6 0.5
Cl -4.69639 -0.65802 -3.21369 -0.1 0.2 0.4
Cl -6.99516 0.57485 -1.81533 0.0 0.7 0.9
H -6.89949 -0.54663 -3.77163 -0.6 0.4 -1.2
C -1.72397 -3.10581 6.24675 -1.6 -0.5 -0.8
Cl -3.19791 -4.10583 5.90838 0.4 0.3 0.2
Cl -2.20334 -1.55095 6.86613 0.1 0.5 -0.3
Cl -0.71399 -3.15054 4.84232 0.4 0.5 -0.6
H -1.18792 -3.58777 6.99624 0.7 -0.8 1.3
C 4.63677 4.57523 3.45117 0.2 -0.7 0.1
Cl 3.84925 4.33720 5.02578 0.2 0.3 -0.2
Cl 6.03628 5.69771 3.58096 -1.0 -0.3 -0.3
Cl 3.43158 4.90868 2.19783 0.3 0.5 0.2
H 5.03233 3.60641 3.15913 0.2 0.2 0.1
C 1.90307 -0.18604 3.82763 2.2 0.3 0.7
Cl 1.54471 -0.30084 5.55978 0.0 -0.1 -0.3
Cl 2.62904 -1.65577 3.19019 -0.2 -0.2 0.2
Cl 3.07186 1.15483 3.53237 -0.6 -0.3 0.2
H 1.02033 0.00671 3.30175 -1.2 0.4 -0.7
C -6.19810 2.90335 2.11480 -1.3 0.6 1.7
Cl -7.13700 3.88606 1.04195 -0.1 0.7 -0.7
Cl -6.28162 3.64857 3.81074 0.2 -0.6 -1.0
Cl -4.62207 2.57787 1.63953 1.6 -0.1 -0.5
H -6.72840 1.98833 2.13971 -0.4 -0.8 0.5
C 2.42241 3.61316 -2.58190 0.4 1.0 -1.4
Cl 1.30225 4.86963 -3.15424 0.0 0.0 -0.2
Cl 2.18565 3.34478 -0.92601 0.0 -0.5 1.6
Cl 4.12365 4.15469 -2.91389 -0.8 -0.5 0.1
H 2.17878 2.71683 -3.13816 0.4 0.0 -0.1
C -1.33196 1.40346 4.48939 -0.3 1.6 1.4
Cl -1.65332 0.23065 3.31398 -0.1 -1.2 -1.1
Cl -2.91107 2.14012 4.98056 0.6 -0.2 0.1
Cl -0.24992 2.68319 3.87660 0.0 -0.5 0.6
H -0.86883 0.94418 5.37161 -0.2 0.3 -0.4
C 4.57109 -5.10331 -1.60777 0.1 -2.1 0.2
Cl 3.74395 -4.46851 -2.96717 -0.1 0.9 -1.0
Cl 5.88070 -4.19288 -0.93858 -0.1 0.9 0.2
Cl 5.25565 -6.73297 -1.99380 -0.2 0.1 -0.2
H 3.78463 -5.35371 -0.91754 0.1 0.4 0.8
C 1.19210 -0.25622 -0.85864 -1.5 0.6 0.1
Cl -0.01044 0.16774 -2.11579 0.2 -0.2 0.0
Cl 2.04045 -1.69502 -1.18354 0.6 -1.0 -0.5
Cl 0.37634 -0.35353 0.70170 -0.2 -0.1 0.2
H 1.83420 0.57761 -0.80514 0.9 0.7 0.1
C 6.16127 -0.32285 0.26470 -1.2 1.3 -0.8
N 5.02572 0.68292 0.67344 2.6 1.6 -0.3
O 3.88417 0.35169 0.59662 -0.7 -0.5 -0.1
O 5.42151 1.82090 1.00918 -0.7 -1.9 -0.3
H 5.84783 -0.83075 -0.67249 -0.1 0.1 1.0
H 6.29320 -0.94454 1.12748 0.1 -0.5 0.2
H 7.02102 0.30641 0.04801 0.0 -0.1 0.3
```
Positions in Å, forces in eV/Å.

Computed properties:
- Gap between HOMO and LUMO: 10.65 eV
- HOMO energy: -10.751 eV

no.,maximum force (eV/A),molar mass (g/mol)
1,4.99,327.3
2,2.99,239.3
3,5.14,485.3
4,1.26,524.1
5,3.15,1851.7